2 unconnected molecules or ions with the total composition C2H6N2S2 at a distorted geometry. Source: the Open Molecules 2025 dataset; level of theory: the ωB97M-V functional and the def2-TZVPD basis.

Each line ends with the Mulliken charge.
Geometry (Å):
C  -0.723  1.240  1.466  -0.775
C  0.224  -0.677  0.022  0.387
H  -1.194  2.392  1.817  0.259
H  -1.342  0.327  1.780  0.276
H  0.255  1.266  2.114  0.294
H  1.083  -2.269  -0.730  0.284
H  0.816  0.732  -1.672  0.345
H  -0.211  -0.726  -2.817  0.256
N  0.842  -1.234  -0.971  0.003
N  0.768  -0.566  -2.133  -0.720
S  -0.355  1.048  -0.213  -0.120
S  -0.164  -1.532  1.338  -0.489

## Properties
- charge = 0
- E_HOMO (Ha) = -0.3090
- Kohn-Sham gap (eV) = 8.892
- multiplicity = 1

---

A gas-phase ion, C2H6N3 (charge +1) at a distorted geometry. Source: the Open Molecules 2025 dataset; level of theory: the ωB97M-V functional and the def2-TZVPD basis.

Each line ends with the Mulliken charge.
Geometry (Å):
C  1.091  -0.703  -0.189  -0.939
C  0.304  0.363  0.497  -0.371
N  -2.795  -0.417  0.337  -0.270
N  -1.923  0.176  -0.080  0.580
N  -0.850  0.690  -0.358  0.029
H  2.222  -0.648  0.080  0.306
H  0.947  -0.569  -1.331  0.305
H  -0.618  1.394  -1.034  0.316
H  -0.071  0.124  1.467  0.441
H  0.868  1.261  0.506  0.274
H  0.825  -1.672  0.106  0.330

## Properties
- SMILES string = CCN[N+]#N
- charge = +1
- E_HOMO (Ha) = -0.6202
- Kohn-Sham gap (eV) = 10.983
- multiplicity = 1

---

A gas-phase ion, C2H6N3 (charge +1) at a distorted geometry. Source: the Open Molecules 2025 dataset; level of theory: the ωB97M-V functional and the def2-TZVPD basis.

Each line ends with the Mulliken charge.
Geometry (Å):
C  -0.834  0.276  -0.158  0.564
C  1.634  -0.369  -0.070  -0.690
N  0.624  0.571  -0.583  -0.145
N  -0.171  1.087  0.575  -0.208
N  -1.861  -0.482  -0.281  -0.262
H  1.726  -0.018  0.989  0.327
H  1.374  -1.442  -0.084  0.284
H  2.521  -0.197  -0.549  0.281
H  -0.301  2.016  0.964  0.278
H  -1.934  -1.192  -0.955  0.275
H  -2.779  -0.249  0.152  0.295

## Properties
- SMILES string = CN1NC1=[NH2+]
- charge = +1
- E_HOMO (Ha) = -0.5664
- Kohn-Sham gap (eV) = 11.236
- multiplicity = 1

---

2 unconnected molecules or ions with the total composition C2H6N3 at a distorted geometry. Source: the Open Molecules 2025 dataset; level of theory: the ωB97M-V functional and the def2-TZVPD basis.

Each line ends with the Mulliken charge.
Geometry (Å):
C  -0.780  0.288  0.057  -0.397
C  -1.729  -0.590  -0.173  -0.570
N  3.572  -0.804  -0.276  -0.357
N  2.845  0.098  -0.015  0.854
N  2.086  0.954  -0.158  -0.266
H  4.433  -0.879  0.147  0.328
H  -0.092  0.528  -0.714  0.323
H  -0.678  0.881  0.975  0.239
H  -2.504  -0.836  0.565  0.226
H  -1.905  -1.279  -1.006  0.258
H  1.078  0.854  0.168  0.362

## Properties
- charge = +1
- E_HOMO (Ha) = -0.5373
- Kohn-Sham gap (eV) = 8.260
- multiplicity = 1

---

A gas-phase ion, C2H6N3O (charge -1) at a distorted geometry. Source: the Open Molecules 2025 dataset; level of theory: the ωB97M-V functional and the def2-TZVPD basis.

Each line ends with the Mulliken charge.
Geometry (Å):
C  0.047  0.157  -0.976  -1.137
C  0.423  0.558  0.449  -0.260
N  0.963  -2.282  2.691  -0.964
N  0.085  -0.346  1.517  -0.767
N  1.157  -1.487  1.750  1.112
O  2.133  -1.603  1.011  -0.700
H  -0.820  0.573  -1.513  0.256
H  0.766  0.589  -1.704  0.256
H  0.133  -0.901  -0.915  0.372
H  -0.050  1.502  0.720  0.372
H  1.532  0.831  0.330  0.221
H  0.110  -2.052  3.266  0.240

## Properties
- SMILES string = CC[N-][N+]([NH-])=O
- charge = -1
- E_HOMO (alpha / beta) (Ha) = -0.1019 / -0.1019
- Kohn-Sham gap (alpha / beta) (eV) = 7.275 / 7.276
- multiplicity = 1

---

2 unconnected molecules or ions with the total composition C2H6N3O at a distorted geometry. Source: the Open Molecules 2025 dataset; level of theory: the ωB97M-V functional and the def2-TZVPD basis.

Each line ends with the Mulliken charge.
Geometry (Å):
C  -1.657  -0.707  -0.671  -0.267
C  1.948  -0.673  0.338  -0.122
N  -2.589  -0.229  -0.216  0.442
N  0.754  -0.312  0.493  -0.374
N  0.277  0.953  0.093  -0.161
O  -3.448  0.283  0.450  -0.508
H  -0.849  -1.454  -0.820  0.382
H  2.762  -0.094  -0.089  0.221
H  2.231  -1.620  0.634  0.304
H  -0.346  1.486  0.763  0.370
H  -0.244  0.908  -0.745  0.310
H  1.161  1.458  -0.230  0.403

## Properties
- charge = +1
- E_HOMO (Ha) = -0.5152
- Kohn-Sham gap (eV) = 9.488
- multiplicity = 1

---

A molecular structure, C2H6N3O2 at a distorted geometry. Source: the Open Molecules 2025 dataset; level of theory: the ωB97M-V functional and the def2-TZVPD basis.

Each line ends with the Mulliken charge.
Geometry (Å):
C  2.825  0.325  0.030  -0.542
C  -2.746  -0.615  -0.249  -0.562
N  -1.118  1.089  -0.316  -0.471
N  1.508  0.878  -0.245  -0.633
N  0.510  0.320  0.217  0.744
O  0.354  -0.701  0.922  -0.658
O  -1.938  0.361  0.465  -0.216
H  2.951  0.515  1.159  0.210
H  3.517  1.094  -0.612  0.216
H  2.836  -0.765  -0.381  0.218
H  -3.553  -0.133  -0.677  0.229
H  -3.110  -1.370  0.583  0.177
H  -2.035  -0.999  -0.896  0.288

## Properties
- charge = -1
- E_HOMO (Ha) = -0.0827
- Kohn-Sham gap (eV) = 6.564
- multiplicity = 1

---

2 unconnected molecules or ions with the total composition C2H6N3O2 at a distorted geometry. Source: the Open Molecules 2025 dataset; level of theory: the ωB97M-V functional and the def2-TZVPD basis.

Each line ends with the Mulliken charge.
Geometry (Å):
C  2.468  0.062  -0.109  0.485
C  -1.393  -0.623  0.397  0.061
N  -0.723  0.575  0.435  -0.226
N  3.512  0.597  0.092  -0.325
N  -1.711  0.499  -0.576  -0.090
O  1.451  -0.442  -0.484  -0.570
O  -0.909  -1.825  -0.034  -0.440
H  -2.192  -0.833  1.168  0.385
H  -0.761  1.250  1.254  0.313
H  4.431  1.030  0.156  0.321
H  -1.523  0.559  -1.543  0.271
H  -2.661  0.878  -0.380  0.319
H  0.010  -1.727  -0.375  0.497

## Properties
- charge = +1
- E_HOMO (Ha) = -0.5356
- Kohn-Sham gap (eV) = 11.128
- multiplicity = 1

---

A gas-phase ion, C2H6N3O3 (charge -1) at a distorted geometry. Source: the Open Molecules 2025 dataset; level of theory: the ωB97M-V functional and the def2-TZVPD basis.

Each line ends with the Mulliken charge.
Geometry (Å):
C  0.783  1.496  0.195  -1.274
C  -0.525  0.783  -0.097  0.296
N  -0.545  -0.118  -1.115  -0.808
N  -1.047  -1.351  1.313  -0.613
N  0.434  -0.998  -1.256  1.061
O  1.187  -1.409  -0.332  -0.654
O  0.364  -1.461  -2.411  -0.717
O  -1.152  0.033  1.378  -0.432
H  1.579  0.781  0.157  0.339
H  0.734  1.761  1.223  0.396
H  0.977  2.267  -0.544  0.305
H  -1.380  1.351  -0.251  0.415
H  -0.045  -1.502  1.363  0.342
H  -1.364  -1.633  0.378  0.346

## Properties
- SMILES string = C[C@@H](N=[N+]([O-])[O-])ON
- charge = -1
- E_HOMO (Ha) = -0.1426
- Kohn-Sham gap (eV) = 8.136
- multiplicity = 1

---

2 unconnected molecules or ions with the total composition C2H6N3S at a distorted geometry. Source: the Open Molecules 2025 dataset; level of theory: the ωB97M-V functional and the def2-TZVPD basis.

Each line ends with the Mulliken charge.
Geometry (Å):
C  -0.262  -0.801  1.536  0.099
C  -1.088  -1.454  -0.677  0.474
N  0.512  0.252  1.565  -0.212
N  0.505  0.972  -1.272  -0.880
N  -0.635  -1.285  0.406  -0.115
S  -1.378  -1.847  -2.149  -0.180
H  -0.544  -1.271  2.467  0.378
H  0.848  0.813  2.371  0.279
H  0.916  0.649  0.721  0.298
H  -0.443  1.476  -1.336  0.306
H  1.122  1.844  -1.384  0.293
H  0.448  0.652  -2.250  0.259

## Properties
- charge = +1
- E_HOMO (Ha) = -0.5301
- Kohn-Sham gap (eV) = 8.878
- multiplicity = 1

---

A single C2H6N4 molecule at a distorted geometry. Source: the Open Molecules 2025 dataset; level of theory: the ωB97M-V functional and the def2-TZVPD basis.

Each line ends with the Mulliken charge.
Geometry (Å):
C  -0.711  0.717  0.644  -0.549
C  -0.805  -0.544  -1.008  -0.570
N  1.491  0.771  -0.032  -0.293
N  0.599  0.500  1.108  -0.215
N  1.222  -0.599  0.282  -0.215
N  0.253  -1.315  -0.520  -0.182
H  -0.755  1.749  0.513  0.323
H  -1.413  0.343  1.337  0.314
H  -1.768  -0.889  -1.057  0.390
H  -0.461  0.196  -1.700  0.367
H  2.479  1.006  0.352  0.313
H  -0.131  -1.934  0.080  0.317

## Properties
- charge = 0
- E_HOMO (Ha) = -0.3241
- Kohn-Sham gap (eV) = 9.987
- multiplicity = 1

---

3 unconnected molecules or ions with the total composition C2H6N4 at a distorted geometry. Source: the Open Molecules 2025 dataset; level of theory: the ωB97M-V functional and the def2-TZVPD basis.

Each line ends with the Mulliken charge.
Geometry (Å):
N  -0.163  -0.061  1.094  -0.415
N  0.479  0.098  -0.044  0.764
N  -0.484  1.143  1.662  -0.362
N  -0.083  0.948  -0.913  -0.884
C  1.129  -1.014  -0.484  -0.310
C  1.783  -1.904  -0.950  -0.014
H  -1.797  -0.323  0.019  0.066
H  -0.841  1.826  0.997  0.289
H  -1.060  0.991  2.476  0.275
H  -1.645  0.186  -0.685  -0.035
H  0.352  0.825  -1.826  0.216
H  2.330  -2.716  -1.346  0.411

## Properties
- charge = 0
- E_HOMO (alpha / beta) (Ha) = -0.3022 / -0.3023
- Kohn-Sham gap (alpha / beta) (eV) = 8.192 / 8.255
- multiplicity = 1

---

A single C2H6N4 molecule at a distorted geometry. Source: the Open Molecules 2025 dataset; level of theory: the ωB97M-V functional and the def2-TZVPD basis.

Each line ends with the Mulliken charge.
Geometry (Å):
C  -0.634  -0.242  -0.072  0.504
C  0.840  0.237  -0.081  0.198
H  -1.394  1.831  0.047  0.235
H  -2.669  0.574  0.338  0.192
H  -2.108  -1.621  -0.166  0.238
H  1.415  -1.773  -0.238  0.296
H  2.751  -0.790  0.062  0.296
H  1.892  1.840  -0.358  0.249
N  -1.682  0.832  0.298  -0.472
N  -1.056  -1.437  -0.139  -0.653
N  1.692  -0.915  0.394  -0.528
N  0.952  1.465  -0.086  -0.554

## Properties
- SMILES string = [H]/N=C(N)/C(N)=N/[H]
- charge = 0
- E_HOMO (Ha) = -0.3360
- Kohn-Sham gap (eV) = 10.020
- multiplicity = 1

---

A single C2H6N4 molecule at a distorted geometry. Source: the Open Molecules 2025 dataset; level of theory: the ωB97M-V functional and the def2-TZVPD basis.

Each line ends with the Mulliken charge.
Geometry (Å):
C  0.800  0.162  -0.098  0.536
C  -2.035  0.298  0.474  -0.449
H  2.769  0.174  0.526  0.242
H  1.833  -1.250  0.960  0.243
H  -0.214  1.722  -0.671  0.295
H  0.077  -1.546  -0.978  0.283
H  -1.443  0.942  1.175  0.343
H  -3.116  0.391  0.418  0.271
N  2.011  -0.458  0.304  -0.537
N  0.711  1.432  -0.296  -0.669
N  -0.164  -0.846  -0.260  0.070
N  -1.487  -0.584  -0.275  -0.628

## Properties
- SMILES string = [H]/N=C(/N)NN=C
- charge = 0
- E_HOMO (Ha) = -0.3345
- Kohn-Sham gap (eV) = 10.098
- multiplicity = 1

---

2 unconnected molecules or ions with the total composition C2H6N4 at a distorted geometry. Source: the Open Molecules 2025 dataset; level of theory: the ωB97M-V functional and the def2-TZVPD basis.

Each line ends with the Mulliken charge.
Geometry (Å):
C  -0.109  0.297  -0.559  0.353
C  -0.276  -1.031  1.670  -0.469
H  -0.060  1.037  -2.506  0.259
H  0.080  2.286  -1.389  0.267
H  -0.785  -1.335  -0.265  0.348
H  1.475  1.158  0.338  0.336
H  -1.228  -0.300  1.447  0.361
H  -0.294  -2.470  1.995  0.284
N  0.309  1.172  -1.590  -0.566
N  -0.660  -0.782  -1.071  -0.605
N  0.672  0.647  0.684  -0.257
N  0.875  -0.678  1.246  -0.312

## Properties
- charge = 0
- E_HOMO (Ha) = -0.3524
- Kohn-Sham gap (eV) = 10.374
- multiplicity = 1

---

A molecular structure, C2H6N4. Source: the Open Molecules 2025 dataset; level of theory: the ωB97M-V functional and the def2-TZVPD basis.

Each line ends with the Mulliken charge.
Geometry (Å):
N  0.192  -1.571  -0.320  -0.681
N  -0.098  -0.313  0.462  0.023
C  1.394  -0.201  0.052  0.145
C  -1.102  0.518  -0.128  0.011
N  1.904  0.567  -0.818  -0.691
N  -1.881  1.141  0.633  -0.564
H  0.228  -2.291  0.408  0.202
H  -0.264  -0.389  1.466  0.380
H  1.277  0.921  -1.532  0.198
H  -2.550  1.705  0.111  0.281
H  1.974  -0.586  0.882  0.340
H  -1.074  0.500  -1.216  0.357

## Properties
- charge = 0
- E_HOMO (Ha) = -0.2963
- Kohn-Sham gap (eV) = 8.831
- multiplicity = 1

---

2 unconnected molecules or ions with the total composition C2H6N4O at a distorted geometry. Source: the Open Molecules 2025 dataset; level of theory: the ωB97M-V functional and the def2-TZVPD basis.

Each line ends with the Mulliken charge.
Geometry (Å):
C  0.537  -0.712  1.084  0.141
C  -0.696  0.401  0.583  0.602
N  0.378  -1.165  -0.140  -0.059
N  -0.633  -0.198  -0.574  -0.506
N  1.134  -1.332  2.105  -0.391
N  -1.300  1.614  -2.013  -0.856
O  -1.211  1.250  1.230  -0.551
H  0.874  -1.847  -0.660  0.191
H  1.252  -0.832  2.998  0.260
H  1.759  -2.134  1.902  0.245
H  -1.618  2.173  -1.185  0.265
H  -1.358  0.629  -1.857  0.457
H  -0.397  1.935  -2.360  0.203

## Properties
- charge = 0
- E_HOMO (Ha) = -0.2811
- Kohn-Sham gap (eV) = 7.829
- multiplicity = 1

---

A single C2H6N4O molecule at a distorted geometry. Source: the Open Molecules 2025 dataset; level of theory: the ωB97M-V functional and the def2-TZVPD basis.

Each line ends with the Mulliken charge.
Geometry (Å):
C  -0.959  -0.481  0.887  0.064
C  0.412  -0.352  -1.643  0.173
H  0.247  0.319  3.011  0.255
H  1.100  1.311  2.054  0.268
H  -1.373  -1.221  1.713  0.301
H  -1.200  1.203  -1.227  0.328
H  0.467  -1.464  -1.444  0.298
H  1.869  -0.354  -2.606  0.269
N  0.812  0.424  2.123  -0.606
N  -0.099  0.486  1.022  -0.118
N  -0.850  0.172  -1.329  -0.269
N  1.255  0.441  -2.189  -0.636
O  -1.681  -0.484  -0.372  -0.328

## Properties
- SMILES string = [H]/N=C/NO/C=N/N
- charge = 0
- E_HOMO (Ha) = -0.3320
- Kohn-Sham gap (eV) = 10.036
- multiplicity = 1

---

A single C2H6N4O2 molecule at a distorted geometry. Source: the Open Molecules 2025 dataset; level of theory: the ωB97M-V functional and the def2-TZVPD basis.

Each line ends with the Mulliken charge.
Geometry (Å):
C  1.056  -0.089  0.084  0.674
C  -1.284  0.597  -0.005  0.565
H  3.083  0.336  0.050  0.216
H  2.111  1.565  -0.629  0.236
H  1.833  -1.532  0.892  0.196
H  -1.522  2.485  -0.004  0.252
H  -2.797  -0.691  0.242  0.302
H  -0.451  -1.809  -0.288  0.404
N  2.188  0.582  -0.315  -0.412
N  0.914  -1.275  0.572  -0.671
N  -2.014  1.599  0.218  -0.690
N  -1.780  -0.696  0.231  -0.197
O  0.022  0.631  -0.373  -0.404
O  -1.360  -1.703  -0.673  -0.470

## Properties
- SMILES string = [H]/N=C(/NO)O/C(N)=N/[H]
- charge = 0
- E_HOMO (Ha) = -0.3246
- Kohn-Sham gap (eV) = 9.319
- multiplicity = 1

---

A single C2H6N4O2 molecule at a distorted geometry. Source: the Open Molecules 2025 dataset; level of theory: the ωB97M-V functional and the def2-TZVPD basis.

Each line ends with the Mulliken charge.
Geometry (Å):
C  -0.929  -0.007  0.256  0.582
C  1.457  -0.755  0.850  -0.003
H  -2.323  0.654  -1.188  0.368
H  0.136  0.015  -1.471  0.351
H  -1.901  0.744  1.630  0.207
H  -0.086  -0.324  2.138  0.276
H  1.801  -1.636  1.374  0.370
H  2.330  0.849  -1.465  0.398
N  -0.731  -0.394  -1.091  -0.292
N  -2.028  0.472  0.660  -0.757
N  0.170  -0.191  1.144  -0.244
N  2.192  -0.384  -0.164  -0.396
O  -1.769  0.202  -1.904  -0.429
O  1.681  0.756  -0.770  -0.431

## Properties
- SMILES string = [H]/N=C(/NO)N/C=N\O
- charge = 0
- E_HOMO (Ha) = -0.3368
- Kohn-Sham gap (eV) = 9.747
- multiplicity = 1

---

no.,calculated total energy (eV)
1,-26817.320
2,-6631.335
3,-6631.143
4,-6629.160
5,-8685.605
6,-8676.263
7,-10730.133
8,-10727.013
9,-12779.496
10,-17469.229
11,-8125.492
12,-8124.131
13,-8129.960
14,-8130.302
15,-8126.929
16,-8127.260
17,-10175.426
18,-10174.299
19,-12224.795
20,-12223.087